(1)
# C7H9N

C7H9N in the gas phase in a non-equilibrium geometry (ωB97M-V with the def2-TZVPD basis set, the OMol25 dataset).

As for the net charge: 0. The calculation puts the HOMO energy at -8.644 eV. As for the total energy: -8892.0203 eV. The spin multiplicity is 1. The energy above the lowest of the compared OMol25 structures with the same formula, charge and spin comes out at 302.6 kJ/mol.

Cartesian coordinates (Å):
C: -1.64 -0.72 0.51
C: -1.22 0.40 -0.42
C: -0.67 -0.98 -0.57
C: 0.89 -0.70 -0.52
C: 0.12 1.22 -0.19
C: 0.82 0.86 1.09
C: 1.36 -0.35 0.92
H: -1.41 -0.70 1.61
H: -2.66 -1.15 0.31
H: -2.00 0.95 -1.00
H: -0.92 -1.66 -1.40
H: 1.37 -1.47 -1.12
H: 2.01 0.88 -1.07
H: 0.08 2.35 -0.42
H: 0.95 1.54 1.95
H: 1.90 -1.04 1.50
N: 1.02 0.58 -1.18

(2)
# C48H74GeN2O3Si4Ti

A molecular structure, C48H74GeN2O3Si4Ti in a non-equilibrium geometry (ωB97M-V with the def2-TZVPD basis set, the OMol25 dataset).

As for the net charge: +1. The calculation puts the HOMO energy (alpha / beta) at -9.522 / -10.576 eV. As for the total energy: -171242.8261 eV. The spin multiplicity is 2.

Cartesian coordinates (Å):
Ti: 0.25 0.45 0.85
C: 0.89 2.80 -0.84
C: 0.78 3.62 0.29
C: 1.44 3.00 1.34
C: 1.99 1.76 0.88
C: 1.64 1.66 -0.52
H: 0.46 3.01 -1.81
H: 0.26 4.57 0.34
H: 1.58 3.40 2.33
H: 2.83 1.29 1.35
H: 2.06 0.99 -1.25
C: 3.10 -1.63 1.69
N: 2.54 -1.26 0.38
C: 3.65 -0.87 -0.50
C: 1.86 -2.39 -0.25
C: 0.58 -2.76 0.45
N: -0.51 -1.77 0.27
C: -1.05 -1.91 -1.10
C: -1.59 -2.11 1.22
H: 3.53 -2.64 1.66
H: 2.36 -1.57 2.47
H: 3.91 -0.94 1.94
H: 4.42 -1.66 -0.52
H: 4.12 0.05 -0.14
H: 3.30 -0.72 -1.51
H: 2.52 -3.27 -0.28
H: 1.64 -2.11 -1.28
H: 0.76 -2.87 1.52
H: 0.25 -3.73 0.07
H: -2.00 -1.39 -1.17
H: -1.21 -2.96 -1.33
H: -0.37 -1.47 -1.84
H: -1.93 -3.13 1.05
H: -2.44 -1.44 1.05
H: -1.25 -2.02 2.24
O: 0.40 -0.22 2.47
Si: 0.09 -0.08 4.09
C: -1.59 0.70 4.46
C: -1.76 1.52 5.58
C: -3.02 1.97 5.95
C: -4.14 1.59 5.23
C: -3.99 0.77 4.12
C: -2.73 0.34 3.74
C: 1.47 0.90 4.90
C: 1.46 2.30 4.90
C: 2.46 3.02 5.54
C: 3.50 2.35 6.17
C: 3.52 0.96 6.18
C: 2.51 0.25 5.55
C: -0.03 -1.78 4.89
C: -0.76 -1.92 6.07
C: -0.90 -3.15 6.69
C: -0.30 -4.28 6.15
C: 0.45 -4.16 4.99
C: 0.58 -2.93 4.37
H: -0.89 1.82 6.17
H: -3.13 2.61 6.82
H: -5.12 1.93 5.53
H: -4.85 0.47 3.54
H: -2.63 -0.30 2.88
H: 0.64 2.83 4.43
H: 2.43 4.10 5.55
H: 4.28 2.91 6.67
H: 4.32 0.43 6.69
H: 2.53 -0.84 5.57
H: -1.24 -1.05 6.51
H: -1.48 -3.24 7.61
H: -0.41 -5.24 6.63
H: 0.93 -5.03 4.56
H: 1.19 -2.85 3.48
C: 0.95 -4.08 -3.52
Si: 0.32 -2.65 -4.59
C: 0.72 -3.06 -6.39
C: -1.57 -2.52 -4.41
Ge: 1.41 -0.60 -3.92
Si: 3.74 -0.81 -4.54
C: 4.41 -2.52 -4.05
C: 4.86 0.50 -3.76
C: 3.85 -0.67 -6.42
Si: 0.56 1.34 -5.07
C: 0.06 0.88 -6.83
C: -0.94 2.11 -4.22
C: 1.96 2.62 -5.08
H: 0.62 -5.04 -3.92
H: 0.61 -4.00 -2.49
H: 2.05 -4.09 -3.51
H: 0.16 -3.94 -6.71
H: 1.78 -3.26 -6.53
H: 0.44 -2.23 -7.05
H: -1.95 -3.26 -3.71
H: -1.87 -1.53 -4.05
H: -2.06 -2.69 -5.37
H: 4.16 -2.78 -3.02
H: 5.50 -2.54 -4.14
H: 4.01 -3.29 -4.71
H: 5.14 0.24 -2.74
H: 4.37 1.48 -3.73
H: 5.77 0.60 -4.34
H: 3.10 -1.29 -6.91
H: 4.83 -0.99 -6.77
H: 3.69 0.36 -6.75
H: -0.77 0.17 -6.83
H: 0.89 0.44 -7.39
H: -0.26 1.77 -7.38
H: -1.87 1.76 -4.68
H: -0.92 3.20 -4.30
H: -0.97 1.85 -3.16
H: 2.84 2.25 -5.61
H: 2.25 2.86 -4.05
H: 1.64 3.55 -5.56
C: -7.34 2.96 0.40
C: -5.87 2.68 0.29
C: -4.95 3.28 1.15
C: -3.61 2.98 1.11
C: -2.70 3.76 2.02
C: -3.15 2.01 0.17
C: -4.05 1.50 -0.80
C: -3.68 0.63 -1.98
C: -5.39 1.84 -0.70
C: -1.80 1.47 0.32
O: -1.15 1.61 1.43
O: -1.18 0.75 -0.53
H: -7.58 3.57 1.27
H: -7.89 2.02 0.48
H: -7.70 3.47 -0.50
H: -5.30 4.01 1.87
H: -3.23 4.63 2.40
H: -1.80 4.10 1.50
H: -2.37 3.17 2.87
H: -3.93 1.18 -2.89
H: -4.27 -0.28 -1.98
H: -2.63 0.38 -2.01
H: -6.08 1.43 -1.43

(3)
# C4H5NS

A molecular structure, C4H5NS in a non-equilibrium geometry (ωB97M-V with the def2-TZVPD basis set, the OMol25 dataset).

As for the net charge: 0. The calculation puts the HOMO energy at -9.329 eV. As for the total energy: -16552.4231 eV. The spin multiplicity is 1. The energy above the lowest of the compared OMol25 structures with the same formula, charge and spin comes out at 158.4 kJ/mol.

Cartesian coordinates (Å):
C: -0.76 0.33 -0.98
C: 0.20 -0.17 0.08
C: -1.75 1.25 -1.11
C: 1.59 -1.02 1.29
N: 1.04 -1.13 -0.03
S: 0.49 0.40 1.73
H: -0.55 -0.27 -1.86
H: -2.26 1.35 -2.05
H: -2.05 1.90 -0.30
H: 1.40 -1.90 1.92
H: 2.64 -0.75 1.30

(4)
# C4H7Cl2F

C4H7Cl2F in the gas phase in a non-equilibrium geometry (ωB97M-V with the def2-TZVPD basis set, the OMol25 dataset).

As for the net charge: 0. The calculation puts the HOMO energy at -10.742 eV. As for the total energy: -32023.5228 eV. The spin multiplicity is 1. The energy above the lowest of the compared OMol25 structures with the same formula, charge and spin comes out at 67.8 kJ/mol.

Cartesian coordinates (Å):
C: 0.23 -1.10 0.92
C: 0.09 -0.08 -0.21
C: -1.34 0.05 -0.66
C: 0.91 1.22 0.06
H: -0.20 -2.03 0.65
H: -0.32 -0.81 1.77
H: 1.25 -1.34 1.03
H: -1.71 -0.92 -1.12
H: -1.93 0.20 0.26
H: 1.17 1.79 -0.94
H: 0.38 1.76 0.90
F: 2.07 0.79 0.65
Cl: 0.95 -0.90 -1.58
Cl: -1.55 1.37 -1.75

(5)
# C12H17NO4

C12H17NO4 in the gas phase in a non-equilibrium geometry (ωB97M-V with the def2-TZVPD basis set, the OMol25 dataset).

As for the net charge: 0. The calculation puts the HOMO energy at -8.164 eV. As for the total energy: -22394.6131 eV. The spin multiplicity is 1. The energy above the lowest of the compared OMol25 structures with the same formula, charge and spin comes out at 707.7 kJ/mol.

Cartesian coordinates (Å):
C: 4.90 -1.24 -1.47
O: 4.18 0.07 -1.48
C: 2.83 0.13 -1.45
C: 2.15 1.39 -1.39
C: 0.80 1.45 -1.10
C: 0.04 0.30 -0.81
C: -1.36 0.31 -0.26
O: -2.03 -0.71 -0.83
C: -3.45 -0.64 -1.10
C: 0.67 -0.95 -1.07
C: 2.04 -1.04 -1.32
H: 5.95 -0.96 -1.52
H: 4.71 -1.79 -0.56
H: 4.64 -1.83 -2.34
H: 2.72 2.30 -1.55
H: 0.27 2.40 -1.10
H: -1.90 1.26 -0.17
H: -3.83 -1.67 -1.11
H: -3.97 -0.04 -0.34
H: -3.61 -0.19 -2.09
H: 0.09 -1.86 -1.05
H: 2.51 -2.03 -1.37
C: -0.58 1.50 2.16
C: -1.49 0.43 1.54
C: -2.89 0.47 2.19
N: -0.99 -0.91 1.82
O: -1.85 -1.82 1.80
O: 0.25 -1.04 1.88
H: -1.11 2.40 2.51
H: -0.01 1.10 3.02
H: 0.14 1.82 1.42
H: -3.22 1.48 2.55
H: -3.65 0.12 1.48
H: -2.96 -0.21 3.08

(6)
# C45H45AsMnN2P3S

A molecular structure, C45H45AsMnN2P3S in a non-equilibrium geometry (ωB97M-V with the def2-TZVPD basis set, the OMol25 dataset).

As for the net charge: +2. The calculation puts the HOMO energy (alpha / beta) at -12.528 / -12.559 eV. As for the total energy: -181223.0102 eV. The spin multiplicity is 1.

Cartesian coordinates (Å):
Mn: 0.15 -0.19 0.24
N: -0.13 -2.64 1.21
P: 1.03 -1.55 1.86
C: 0.88 -1.94 3.63
C: 1.46 -3.10 4.14
C: 1.31 -3.40 5.49
C: 0.60 -2.55 6.32
C: 0.03 -1.39 5.82
C: 0.17 -1.08 4.47
C: 2.65 -2.26 1.49
C: 3.73 -1.55 2.02
C: 5.02 -2.01 1.82
C: 5.23 -3.17 1.10
C: 4.16 -3.88 0.59
C: 2.86 -3.43 0.76
C: -1.15 -2.45 0.31
C: -2.02 -3.51 0.02
C: -3.01 -3.32 -0.91
C: -3.14 -2.09 -1.56
C: -2.26 -1.09 -1.23
N: -1.31 -1.25 -0.29
H: -0.13 -3.58 1.60
H: 2.03 -3.76 3.50
H: 1.76 -4.30 5.89
H: 0.49 -2.78 7.37
H: -0.52 -0.71 6.47
H: -0.25 -0.17 4.08
H: 3.53 -0.66 2.61
H: 5.86 -1.46 2.24
H: 6.24 -3.53 0.95
H: 4.34 -4.80 0.03
H: 2.03 -3.98 0.34
H: -1.89 -4.46 0.52
H: -3.69 -4.14 -1.14
H: -3.89 -1.92 -2.31
H: -2.29 -0.12 -1.71
S: 0.79 -1.58 -1.61
C: 2.46 -1.87 -2.05
C: 2.82 -2.99 -2.79
C: 4.15 -3.16 -3.14
C: 5.11 -2.23 -2.74
C: 4.74 -1.10 -2.02
C: 3.40 -0.91 -1.70
As: 2.57 0.61 -0.85
C: 4.23 1.68 -0.68
C: 5.02 1.52 0.45
C: 6.27 2.11 0.52
C: 6.73 2.88 -0.54
C: 5.94 3.04 -1.67
C: 4.69 2.44 -1.74
C: 1.82 1.54 -2.40
C: 1.42 2.86 -2.21
C: 0.89 3.61 -3.25
C: 0.78 3.04 -4.51
C: 1.19 1.73 -4.72
C: 1.71 0.99 -3.67
H: 2.06 -3.71 -3.09
H: 4.45 -4.03 -3.71
H: 6.14 -2.37 -3.01
H: 5.49 -0.37 -1.75
H: 4.66 0.91 1.28
H: 6.89 1.98 1.40
H: 7.70 3.35 -0.49
H: 6.29 3.63 -2.51
H: 4.09 2.56 -2.64
H: 1.56 3.32 -1.24
H: 0.59 4.63 -3.09
H: 0.38 3.62 -5.33
H: 1.12 1.29 -5.70
H: 2.05 -0.02 -3.86
C: 2.19 2.92 1.40
P: 0.57 2.12 1.17
C: -0.43 3.47 0.40
C: -0.12 2.16 2.85
C: 0.40 2.87 3.93
C: -0.32 2.94 5.11
C: -1.57 2.33 5.21
C: -2.08 1.60 4.15
C: -1.34 1.50 2.98
P: -1.77 0.44 1.56
C: -3.13 1.34 0.73
C: -2.73 -0.91 2.33
H: 2.83 2.29 2.01
H: 2.04 3.88 1.89
H: 2.68 3.09 0.45
H: -1.36 3.59 0.94
H: -0.64 3.25 -0.65
H: 0.13 4.40 0.46
H: 1.35 3.38 3.86
H: 0.08 3.49 5.95
H: -2.13 2.41 6.13
H: -3.04 1.12 4.25
H: -3.75 1.79 1.50
H: -3.74 0.64 0.15
H: -2.77 2.12 0.06
H: -3.52 -0.46 2.93
H: -2.11 -1.53 2.97
H: -3.20 -1.52 1.56